Below is a structure of composition CH10NOSn, with properties calculated with ωB97M-V/def2-TZVPD.

Properties
Orbital gap   8.1 eV
E_tot   -388.05878 Eh
Net charge   +1
Relative energy (zero: lowest compared OMol25 entry of this formula, charge and spin)   0.00 kJ/mol

Atoms and positions in Å:
C 1.95 -1.32 -2.17
Sn 0.69 1.32 1.89
N -1.44 -0.28 0.03
H 1.34 2.63 1.04
H 2.22 -1.90 -1.30
H 2.90 -1.01 -2.62
H 1.30 -0.43 -2.19
H 1.45 -2.04 -2.83
H -2.24 0.35 -0.06
H -1.71 -1.11 0.57
H -1.22 -0.63 -0.90
O -1.83 1.30 2.49
H -1.64 0.88 3.35
H -1.74 2.24 2.70